Record 1
# C2H4FNO

A cluster of 2 separate species, C2H4FNO in total in a non-equilibrium geometry (ωB97M-V with the def2-TZVPD basis set, the OMol25 dataset).

Structure (XYZ):
```
9
Properties=species:S:1:pos:R:3:forces:R:3
C 0.22555 0.07474 -0.03211 0.9 0.4 0.2
C -2.25090 -0.66472 0.13364 -0.4 -1.4 -0.2
N -3.13057 0.01199 -0.26712 0.5 0.4 0.6
O -3.76453 1.01003 -0.37574 -1.0 0.8 -0.5
F -1.85042 -1.88704 -0.04106 0.1 -0.1 0.1
H -0.34322 -0.06162 0.88103 0.0 0.0 0.1
H 0.38845 -0.86893 -0.53822 -0.1 -0.1 -0.1
H -0.25900 0.79414 -0.68264 -0.1 0.0 -0.1
H 1.19072 0.47769 0.27163 0.1 0.0 -0.1
```
Positions in Å, forces in eV/Å.

Computed properties:
ΔE to the lowest compared entry with this formula, charge and spin ... 496.8 kJ/mol
Calculated total energy ... -308.29367 a.u.
E_LUMO ... -0.457 eV
SMILES ... [O-][N+]#CF.C
Maximum force ... 1.5 eV/A

Record 2
# C2H4FNO

The molecule C2H4FNO in a non-equilibrium geometry (ωB97M-V with the def2-TZVPD basis set, the OMol25 dataset).

Structure (XYZ):
```
9
Properties=species:S:1:pos:R:3:forces:R:3
C -0.72076 0.04754 -0.16891 2.4 3.0 0.8
C 0.77805 0.89799 0.07764 -2.2 -0.6 -5.3
N -0.62815 -1.24387 0.03644 -0.3 -3.5 0.8
O -1.70832 0.60842 -0.54596 -0.2 0.6 -0.4
F 1.84466 0.17971 -0.45717 -0.1 -0.7 -0.1
H 0.77767 1.84980 -0.52694 -0.8 -1.0 0.4
H 1.12908 1.17581 0.96658 0.3 0.7 4.4
H -0.03328 -1.65586 0.74199 0.5 0.5 -0.4
H -1.43896 -1.85953 -0.12366 0.4 1.0 -0.1
```
Positions in Å, forces in eV/Å.

Computed properties:
ΔE to the lowest compared entry with this formula, charge and spin ... 104.7 kJ/mol
Calculated total energy ... -308.44304 a.u.
E_LUMO ... 0.803 eV
SMILES ... NC(=O)CF
Maximum force ... 5.8 eV/A

Record 3
# C2H4FNO2

The molecule C2H4FNO2 in a non-equilibrium geometry (ωB97M-V with the def2-TZVPD basis set, the OMol25 dataset).

Structure (XYZ):
```
10
Properties=species:S:1:pos:R:3:forces:R:3
C -0.70136 1.02499 0.16929 0.8 -2.8 -1.6
C 0.83713 0.84061 0.28222 2.2 -0.7 -2.2
N -1.31455 0.07637 -0.81421 3.4 3.0 2.6
O -1.27131 1.88265 0.76048 -0.5 0.5 -0.1
O 1.25627 -0.52345 0.37431 -3.3 1.5 2.3
F 1.35975 1.25422 -0.96394 -0.5 0.1 -0.6
H 1.40202 1.59521 0.85061 -0.8 -0.8 1.3
H -0.99220 -0.85777 -0.59250 -0.7 -0.1 -0.2
H -2.22180 0.42526 -0.73764 -2.4 -0.9 -0.3
H 1.98724 -0.74082 -0.15248 1.7 0.3 -1.3
```
Positions in Å, forces in eV/Å.

Computed properties:
ΔE to the lowest compared entry with this formula, charge and spin ... 85.0 kJ/mol
Calculated total energy ... -383.68711 a.u.
E_LUMO ... 0.764 eV
SMILES ... NC(=O)[C@@H](O)F
Maximum force ... 5.2 eV/A

Record 4
# C2H4FNO3

A cluster of 2 separate species, C2H4FNO3 in total in a non-equilibrium geometry (ωB97M-V with the def2-TZVPD basis set, the OMol25 dataset).

Structure (XYZ):
```
11
Properties=species:S:1:pos:R:3:forces:R:3
C -1.32875 -0.37127 -0.23256 -1.7 0.9 -0.6
C -0.12551 0.28271 0.22396 2.7 1.3 0.1
N 1.29269 -0.33336 -0.14771 -1.7 0.4 1.9
O 1.35695 -1.28418 -0.84046 -0.2 -0.8 -1.2
O 2.16706 0.16281 0.51595 0.8 0.3 0.5
O -0.04370 0.94853 1.34731 -0.7 -1.1 -2.4
F 0.81420 1.38677 -1.29404 -1.8 -0.8 1.5
H -1.41404 -0.34442 -1.31074 0.1 0.2 -0.2
H -1.36421 -1.38014 0.04138 1.0 -1.9 0.3
H -2.28558 -0.09530 0.24594 0.7 1.0 -0.2
H 0.93090 1.02785 1.45096 0.8 0.3 0.3
```
Positions in Å, forces in eV/Å.

Computed properties:
ΔE to the lowest compared entry with this formula, charge and spin ... 259.0 kJ/mol
Calculated total energy ... -458.76596 a.u.
E_LUMO (spin up / spin down) ... -1.175 / -1.175 eV
Maximum force ... 3.0 eV/A

Record 5
# C2H4FNO3

A cluster of 2 separate species, C2H4FNO3 in total in a non-equilibrium geometry (ωB97M-V with the def2-TZVPD basis set, the OMol25 dataset).

Structure (XYZ):
```
11
Properties=species:S:1:pos:R:3:forces:R:3
C -0.68187 -0.32558 -0.17865 -0.3 1.9 -4.0
C 0.05049 0.97908 -0.25162 1.2 2.1 1.2
N 2.23960 -0.16611 -0.02608 -0.1 -1.8 -1.0
O 2.72047 -1.09525 -0.62159 -0.2 2.4 1.9
O 3.09259 0.55460 0.74993 1.7 -1.1 -0.5
O 0.07605 1.86192 0.57261 -0.4 -1.6 -0.7
F 0.73005 1.28768 -1.40473 -1.0 -0.8 -0.1
H -1.70616 0.06188 -0.38515 0.3 -0.9 -0.6
H -0.28073 -1.12601 -0.82688 -0.5 0.8 0.0
H -0.76481 -0.66282 0.75622 0.2 -1.1 3.9
H 2.64503 1.33942 1.08094 -0.9 0.1 -0.1
```
Positions in Å, forces in eV/Å.

Computed properties:
ΔE to the lowest compared entry with this formula, charge and spin ... 41.2 kJ/mol
Calculated total energy ... -458.84893 a.u.
E_LUMO ... -0.009 eV
SMILES ... CC(=O)F.O=NO
Maximum force ... 4.5 eV/A

Record 6
# C2H4FNS

The molecule C2H4FNS in a non-equilibrium geometry (ωB97M-V with the def2-TZVPD basis set, the OMol25 dataset).

Structure (XYZ):
```
9
Properties=species:S:1:pos:R:3:forces:R:3
C 0.64425 0.37906 0.46031 -0.5 -0.7 -2.6
C -0.60721 1.29773 0.09734 3.0 0.2 1.6
H 0.20629 -2.90806 0.06159 -1.2 1.0 -1.3
H 1.48288 1.11288 0.60688 -0.4 -1.5 0.6
H -0.64477 1.48966 -0.95659 -1.0 -0.9 -0.7
H -1.50928 0.99733 0.69082 0.6 0.9 -0.8
N 0.82428 -0.88756 0.15968 1.6 4.8 2.0
F -0.00698 2.59218 0.43933 -1.5 -0.9 0.5
S -0.34153 -1.74183 -0.55127 -0.7 -2.9 0.5
```
Positions in Å, forces in eV/Å.

Computed properties:
ΔE to the lowest compared entry with this formula, charge and spin ... 235.1 kJ/mol
Calculated total energy ... -631.32797 a.u.
E_LUMO ... 0.653 eV
SMILES ... FC/C=N\S
Maximum force ... 5.5 eV/A